--- i ---
C2H3O2S2 | ωB97M-V with the def2-TZVPD basis set

Last column: natural (NBO) charge in e.
Geometry (Å):
C (-0.8205, 0.6135, -0.0341)  -0.80
C (-0.2080, -0.4414, -0.4996)  0.62
O (-0.2891, -1.5180, -1.0006)  -0.57
O (2.7786, 1.3773, -0.9626)  -1.03
S (3.0299, -1.3167, 0.3745)  -0.36
S (2.1914, 0.6010, 0.1608)  0.59
H (-0.2439, 1.5266, 0.0657)  0.23
H (-1.9584, 0.7150, -0.0290)  0.20
H (2.7992, -1.9543, -0.8365)  0.11

## Properties
**Kohn-Sham gap**: 6.374 eV
**Charge**: -1



--- ii ---
C2H3O2S2 | ωB97M-V with the def2-TZVPD basis set

Last column: natural (NBO) charge in e.
Geometry (Å):
O (2.0048, -0.1320, 1.0931)  -0.74
C (1.6495, -0.7632, 0.1084)  0.31
O (0.4593, 0.0543, -0.8189)  -0.88
S (-1.0868, -0.1889, -0.8054)  0.73
C (-1.8319, 0.9398, 0.2386)  -0.54
S (-3.4219, 0.8922, 0.4273)  -0.17
H (2.4062, -0.7966, -0.7719)  0.06
H (1.1484, -1.8291, 0.2209)  0.05
H (-1.3277, 1.8235, 0.3079)  0.19

## Properties
**SMILES string**: [O-]COSC=S
**Kohn-Sham gap**: 7.368 eV
**Charge**: -1



--- iii ---
C2H3O2S2 | ωB97M-V with the def2-TZVPD basis set

Last column: natural (NBO) charge in e.
Geometry (Å):
C (-2.8877, 0.3283, -0.3483)  0.98
C (2.6849, 0.3363, 0.1701)  -0.37
O (-2.7678, 0.5051, -1.5058)  -0.62
O (-3.5540, 0.2016, 0.5992)  -0.62
S (-0.8119, -0.6242, 0.3127)  -0.83
S (3.7958, 0.1534, -0.9998)  -0.03
H (-1.1418, -1.9239, 0.5930)  0.11
H (1.9775, 1.0637, 0.0044)  0.18
H (2.7049, -0.0402, 1.1747)  0.19

## Properties
**Kohn-Sham gap**: 6.240 eV
**Charge**: -1



Least stable = ii



--- i ---
C9H12N2O | ωB97M-V with the def2-TZVPD basis set

Last column: natural (NBO) charge in e.
Geometry (Å):
C (0.1243, -2.3347, 1.2182)  -0.25
C (0.6126, -1.8143, 0.2530)  -0.03
C (1.4079, -1.3686, -0.8829)  -0.18
N (1.2931, -0.0736, -1.6034)  -0.57
C (2.3965, -0.2971, -0.6657)  -0.05
C (2.4888, 0.5141, 0.6083)  -0.63
H (-0.2198, -2.8592, 2.0882)  0.24
H (1.6253, -2.1539, -1.6046)  0.23
H (0.5584, 0.4935, -1.2046)  0.37
H (3.3391, -0.4614, -1.1614)  0.20
H (2.7220, 1.5699, 0.3948)  0.22
H (3.2925, 0.1134, 1.2369)  0.22
H (1.5422, 0.4682, 1.1769)  0.22
C (-0.0390, 2.4714, -0.5014)  -0.24
C (-0.9164, 1.8826, 0.1022)  -0.02
C (-1.9637, 1.1107, 0.7740)  -0.31
N (-2.8920, 0.4771, -0.1469)  -0.61
C (-2.9440, -0.8869, -0.2495)  0.53
O (-3.4109, -1.4556, -1.2300)  -0.59
H (0.7154, 2.9444, -1.0995)  0.25
H (-1.5030, 0.3550, 1.4149)  0.24
H (-2.5275, 1.7695, 1.4555)  0.22
H (-3.0868, 0.9588, -1.0164)  0.41
H (-2.6149, -1.4233, 0.6432)  0.12

## Properties
**SMILES string**: C#C[C@H]1N[C@H]1C.C#CCNC=O
**Kohn-Sham gap**: 10.117 eV
**Charge**: 0



--- ii ---
C9H12N2O | ωB97M-V with the def2-TZVPD basis set

Last column: natural (NBO) charge in e.
Geometry (Å):
C (-0.9894, 0.1619, -0.0903)  -0.25
C (-0.9896, -0.5072, 0.9089)  0.05
C (-1.3063, -0.8217, 2.2778)  0.08
C (-1.5463, 0.3219, 3.2188)  -0.68
N (-1.5821, -1.9934, 2.7092)  -0.21
N (-2.0790, -2.1965, 3.9739)  -0.63
H (-0.8724, 0.6348, -1.0557)  0.24
H (-0.7346, 0.3569, 3.9520)  0.22
H (-1.5988, 1.2490, 2.6589)  0.24
H (-2.4971, 0.1807, 3.7751)  0.23
H (-1.8956, -3.1755, 4.1488)  0.37
H (-1.6364, -1.6007, 4.6738)  0.34
C (0.3103, -1.5834, -3.1065)  -0.18
C (0.7247, -0.4668, -2.9559)  -0.06
C (1.1922, 0.8757, -2.6951)  -0.12
C (0.7325, 1.9343, -3.3653)  -0.34
C (2.2607, 0.9988, -1.6318)  -0.09
O (3.4050, 0.2044, -1.9556)  -0.70
H (-0.0665, -2.5863, -3.2224)  0.24
H (-0.0618, 1.8672, -4.1023)  0.21
H (1.1052, 2.9218, -3.1034)  0.20
H (1.9064, 0.6383, -0.6651)  0.21
H (2.5203, 2.0764, -1.5241)  0.17
H (3.6985, 0.5094, -2.8238)  0.46

## Properties
**SMILES string**: C#C/C(C)=N/N.C#CC(=C)CO
**Kohn-Sham gap**: 9.408 eV
**Charge**: 0



Least stable = ii



--- i ---
C6H8NS | ωB97M-V with the def2-TZVPD basis set

Last column: natural (NBO) charge in e.
Geometry (Å):
N (-2.1972, 2.0133, -0.2505)  -0.86
S (-0.4808, 2.1099, 0.3851)  0.47
C (0.6331, 0.7781, 0.0960)  -0.30
C (1.0717, -0.1605, 1.0617)  -0.19
C (2.2395, -0.9400, 0.8462)  -0.18
C (3.0067, -0.8675, -0.3712)  -0.15
C (2.5060, -0.0430, -1.2879)  -0.21
C (1.3066, 0.7288, -1.1389)  -0.13
H (-2.3888, 3.0314, -0.2434)  0.46
H (-2.8984, 1.5206, 0.3058)  0.44
H (-2.5267, 1.5124, -1.1688)  0.46
H (0.9938, -0.0359, 2.1830)  0.25
H (2.8220, -1.2184, 1.7199)  0.24
H (4.0235, -1.2516, -0.6371)  0.26
H (3.0569, 0.0836, -2.2416)  0.23
H (1.0013, 1.2889, -1.9770)  0.23

## Properties
**SMILES string**: [NH3+]Sc1ccccc1
**Kohn-Sham gap**: 8.315 eV
**Charge**: +1



--- ii ---
C6H8NS | ωB97M-V with the def2-TZVPD basis set

Last column: natural (NBO) charge in e.
Geometry (Å):
C (1.2774, -1.8313, 1.2203)  -0.15
C (1.1943, -1.1602, 0.2317)  -0.08
C (-0.4078, 0.2262, -1.0434)  -0.12
C (-1.4645, -0.7788, -1.0794)  -0.27
C (-0.3187, 1.5682, 1.1487)  -0.43
C (1.0337, -0.3227, -0.9356)  -0.46
N (-0.9606, 0.7181, 0.1830)  -0.53
S (-2.1066, -0.4359, 0.3903)  0.99
H (1.4145, -2.4320, 2.0703)  0.25
H (-0.4383, 0.9631, -1.8532)  0.29
H (-1.7226, -1.5323, -1.7988)  0.27
H (0.0654, 2.4554, 0.6445)  0.24
H (-1.0503, 1.8809, 1.8909)  0.24
H (0.5063, 1.0600, 1.6560)  0.22
H (1.7308, 0.5175, -0.8847)  0.27
H (1.2470, -0.8963, -1.8404)  0.27

## Properties
**Kohn-Sham gap (alpha / beta)**: 8.166 / 8.167 eV
**Charge**: +1



Least stable = ii



--- i ---
C21H27N3O2S | ωB97M-V with the def2-TZVPD basis set

Last column: natural (NBO) charge in e.
Geometry (Å):
C (-2.5630, -2.9885, 1.5041)  -0.62
C (-2.1693, -2.2513, 0.2281)  -0.21
N (-0.9649, -1.4595, 0.3869)  -0.45
C (-1.1263, -0.2058, 0.9025)  0.63
N (-2.2499, 0.0705, 1.4468)  -0.61
C (-2.5895, 1.3837, 1.9100)  -0.22
C (-2.7994, 2.4112, 0.7620)  -0.45
C (-3.5056, 1.7762, -0.3829)  -0.17
C (-4.8351, 1.5455, -0.5432)  -0.27
C (-5.1411, 0.8450, -1.7327)  -0.25
C (-4.0383, 0.5470, -2.4619)  -0.42
S (-2.6010, 1.1165, -1.7079)  0.41
N (-0.0340, 0.6453, 0.8443)  -0.65
C (0.9526, 0.4499, -0.1882)  -0.04
C (2.1139, 1.3948, -0.0296)  -0.05
C (2.7292, 1.9417, -1.1477)  -0.21
C (3.8316, 2.7660, -1.0054)  -0.21
C (4.3252, 3.0549, 0.2555)  -0.21
C (3.7121, 2.5167, 1.3743)  -0.22
C (2.6140, 1.6878, 1.2326)  -0.16
C (1.4257, -1.0068, -0.0245)  -0.32
C (2.5276, -1.2594, -1.0291)  0.82
O (2.3598, -1.4566, -2.2034)  -0.60
O (3.7245, -1.1939, -0.4414)  -0.51
C (4.8671, -1.2889, -1.2824)  -0.27
C (0.2429, -1.9519, -0.2455)  -0.02
C (0.6236, -3.3382, 0.2855)  -0.61
H (-2.7267, -2.2560, 2.2879)  0.23
H (-1.7871, -3.6804, 1.8191)  0.19
H (-3.4829, -3.5435, 1.3397)  0.20
H (-2.0160, -2.9520, -0.5961)  0.19
H (-2.9822, -1.5675, -0.0330)  0.23
H (-3.5424, 1.2662, 2.4357)  0.20
H (-1.8599, 1.7944, 2.6265)  0.17
H (-3.3875, 3.2463, 1.1491)  0.23
H (-1.8397, 2.8037, 0.4166)  0.20
H (-5.5771, 1.8682, 0.1651)  0.22
H (-6.1403, 0.5775, -2.0274)  0.22
H (-3.9704, 0.0286, -3.3975)  0.23
H (-0.2469, 1.6084, 1.0509)  0.40
H (0.5180, 0.5640, -1.1969)  0.20
H (2.3460, 1.7132, -2.1321)  0.22
H (4.3057, 3.1844, -1.8814)  0.22
H (5.1858, 3.6981, 0.3656)  0.21
H (4.0938, 2.7395, 2.3598)  0.21
H (2.1358, 1.2623, 2.1024)  0.22
H (1.8303, -1.1197, 0.9841)  0.24
H (5.1296, -0.2955, -1.6515)  0.19
H (5.6743, -1.6874, -0.6725)  0.20
H (4.6581, -1.9458, -2.1286)  0.21
H (0.0740, -2.0272, -1.3337)  0.21
H (-0.1382, -4.0748, 0.0503)  0.22
H (0.7559, -3.3014, 1.3643)  0.21
H (1.5573, -3.6556, -0.1733)  0.21

## Properties
**SMILES string**: CCN1/C(=N/CCc2cccs2)N[C@@H](c2ccccc2)[C@H](C(=O)OC)[C@H]1C
**Kohn-Sham gap**: 8.708 eV
**Charge**: 0



--- ii ---
C21H27N3O2S | ωB97M-V with the def2-TZVPD basis set

Last column: natural (NBO) charge in e.
Geometry (Å):
C (-3.1771, -1.4077, 7.9421)  -0.24
H (-3.6207, -0.5069, 7.4783)  0.15
O (-1.9368, -1.2684, 8.2222)  -0.50
C (-1.0015, -1.1882, 7.0580)  0.34
C (0.4424, -0.9035, 7.3441)  -0.27
C (1.3701, -1.0819, 6.1697)  -0.15
C (1.0228, -1.2488, 4.8235)  -0.21
C (-0.6099, -1.1814, 4.6185)  0.05
C (-1.5086, -1.2152, 5.6386)  -0.33
H (-2.4772, -1.3627, 5.5171)  0.20
C (-1.1397, -1.4676, 3.1301)  0.14
C (-2.3665, -1.5357, 2.6935)  -0.62
S (-2.2242, -1.4869, 1.1652)  0.59
C (-0.6419, -1.4302, 1.0611)  0.10
N (-0.1040, -1.1200, 2.2530)  -0.49
N (0.2219, -1.4248, -0.1617)  -0.44
C (1.6299, -0.7929, 0.0136)  -0.23
H (2.1560, -1.3778, -0.8360)  0.22
C (1.2989, 0.6795, -0.3064)  -0.26
N (0.7907, 0.7958, -1.7140)  -0.49
C (1.4630, 1.5052, -2.7297)  0.71
O (2.6772, 1.5393, -2.7253)  -0.60
C (0.6961, 1.5262, -4.0676)  -0.33
C (1.5113, 2.5740, -4.9105)  -0.38
C (0.5444, 3.0722, -6.1859)  -0.38
C (0.7889, 1.6085, -6.8975)  -0.43
C (0.2999, 0.5862, -6.1333)  -0.39
C (0.6455, 0.2724, -4.8387)  -0.35
H (1.9480, -0.0340, -5.0594)  0.16
H (0.3695, -0.5431, -4.2577)  0.22
H (0.0635, -0.4235, -6.7718)  0.23
H (-0.9414, 0.8953, -6.0541)  0.14
H (1.8335, 1.3052, -7.1526)  0.20
H (0.4369, 1.8487, -7.9175)  0.22
H (1.3846, 3.7460, -6.7359)  0.23
H (-0.4026, 3.1197, -6.0497)  0.19
H (2.4273, 2.6086, -4.8940)  0.21
H (1.5324, 3.4175, -4.2823)  0.20
H (-0.2961, 1.8917, -3.8817)  0.20
C (-0.6190, 0.2787, -1.8272)  -0.23
H (-1.0316, 0.7660, -0.8172)  0.20
C (-0.4634, -1.3253, -1.5347)  -0.18
H (0.1094, -1.6280, -2.2074)  0.19
H (-1.3992, -1.4826, -1.3334)  0.20
H (-1.1208, 0.6093, -2.7364)  0.22
H (0.9180, 1.2236, 0.5695)  0.23
H (2.5512, 1.0772, -0.3653)  0.24
H (2.0085, -0.9763, 1.0954)  0.26
H (-3.2874, -1.7214, 3.3774)  0.28
H (1.5037, -1.2006, 3.9245)  0.23
H (2.2481, -0.9834, 6.4314)  0.17
H (0.6195, -1.0125, 8.2956)  0.20
H (-3.6101, -2.2410, 7.5853)  0.16
H (-3.5337, -1.3747, 8.9770)  0.19

## Properties
**Kohn-Sham gap**: 8.326 eV
**Charge**: 0



Least stable = ii